66
Properties=species:S:1:pos:R:3:forces:R:3:nbo_charge:R:1 method="wB97M-V/def2-TZVPD" total_energy_ev=-50421.2321 fmax_ev_per_a=0.859 smiles="CCCCNC(=O)CSc1nc2ccc(N3CCOCC3)cc2c(=O)n1CCc1ccccc1" lumo_ev=0.488
C -2.308 2.552 1.098 -0.10 -0.03 0.24 -0.603
C -2.653 1.662 2.286 0.04 -0.15 -0.30 -0.390
C -2.461 0.185 1.951 -0.05 0.11 0.39 -0.413
C -2.745 -0.715 3.155 0.07 0.18 -0.08 -0.221
N -2.261 -2.062 2.958 -0.47 -0.03 -0.10 -0.627
C -1.144 -2.507 3.569 -0.26 -0.47 0.00 0.709
O -0.579 -1.920 4.463 0.23 0.20 0.36 -0.635
C -0.708 -3.917 3.175 0.29 0.11 -0.27 -0.608
S -0.842 -4.314 1.412 -0.21 -0.47 0.02 0.233
C 0.085 -2.964 0.755 0.00 0.27 0.82 0.322
N 0.363 -2.025 1.579 -0.06 -0.51 -0.01 -0.542
C 1.000 -0.912 1.110 0.38 0.32 -0.68 0.209
C 1.234 0.169 1.965 -0.01 -0.14 -0.18 -0.211
C 1.815 1.315 1.481 0.10 0.07 -0.03 -0.263
C 2.191 1.442 0.128 -0.24 -0.48 0.02 0.255
N 2.704 2.621 -0.381 0.03 0.44 -0.18 -0.459
C 3.806 2.604 -1.322 0.04 0.24 -0.24 -0.241
C 3.706 3.825 -2.237 0.13 -0.37 -0.04 -0.073
O 3.717 5.017 -1.487 0.13 0.08 0.01 -0.520
C 2.649 5.033 -0.572 -0.16 -0.05 0.36 -0.070
C 2.699 3.842 0.395 -0.03 0.24 -0.23 -0.246
C 1.973 0.353 -0.713 0.08 0.00 0.04 -0.222
C 1.391 -0.814 -0.235 0.04 0.33 0.63 -0.194
C 1.150 -1.936 -1.135 0.20 -0.10 -0.17 0.682
O 1.526 -1.999 -2.288 0.03 0.10 0.00 -0.605
N 0.429 -2.996 -0.562 0.23 0.11 -0.06 -0.460
C -0.041 -4.040 -1.449 -0.19 -0.37 -0.33 -0.227
C -1.480 -3.752 -1.915 0.23 0.10 0.01 -0.450
C -1.546 -2.364 -2.488 -0.24 -0.07 -0.04 0.071
C -1.768 -1.277 -1.653 -0.11 -0.06 -0.03 -0.256
C -1.705 0.015 -2.142 0.01 0.09 0.05 -0.200
C -1.428 0.234 -3.480 0.01 0.12 -0.02 -0.218
C -1.224 -0.844 -4.324 0.04 -0.02 -0.10 -0.195
C -1.277 -2.134 -3.830 -0.08 0.01 0.04 -0.229
H -2.416 3.602 1.362 0.01 0.13 -0.07 0.209
H -1.281 2.379 0.782 0.12 0.00 -0.09 0.205
H -2.968 2.343 0.259 -0.04 0.01 -0.14 0.199
H -3.688 1.837 2.588 -0.02 0.04 0.11 0.195
H -2.011 1.921 3.129 -0.03 0.00 0.10 0.198
H -3.117 -0.090 1.121 0.02 -0.04 -0.12 0.190
H -1.427 0.028 1.637 -0.02 -0.04 -0.07 0.213
H -2.222 -0.334 4.036 -0.14 0.00 -0.05 0.230
H -3.819 -0.745 3.366 0.08 0.08 0.06 0.190
H -2.623 -2.579 2.171 0.15 -0.04 0.07 0.394
H -1.339 -4.649 3.681 0.01 0.00 -0.03 0.250
H 0.328 -4.055 3.482 -0.13 0.10 0.06 0.256
H 0.948 0.074 3.001 -0.05 -0.02 0.16 0.241
H 2.000 2.125 2.169 0.03 0.09 0.05 0.217
H 3.790 1.692 -1.915 0.03 0.03 0.01 0.218
H 4.762 2.653 -0.776 -0.01 -0.06 -0.07 0.181
H 4.564 3.876 -2.909 -0.06 -0.05 0.00 0.196
H 2.779 3.763 -2.829 0.08 -0.02 0.03 0.166
H 2.729 5.972 -0.023 -0.06 -0.06 0.00 0.195
H 1.693 5.008 -1.117 0.06 0.01 0.08 0.165
H 1.811 3.879 1.026 0.04 0.02 0.02 0.213
H 3.599 3.924 1.024 -0.07 0.01 0.06 0.180
H 2.219 0.384 -1.763 0.01 0.05 -0.10 0.233
H 0.632 -4.038 -2.310 -0.09 -0.10 0.20 0.252
H 0.010 -5.002 -0.934 0.11 0.07 -0.09 0.219
H -1.752 -4.496 -2.664 -0.05 -0.04 0.02 0.223
H -2.158 -3.848 -1.065 -0.05 -0.02 -0.07 0.214
H -1.982 -1.441 -0.605 -0.02 -0.02 0.13 0.205
H -1.859 0.850 -1.474 -0.02 0.09 0.07 0.215
H -1.370 1.242 -3.862 -0.01 0.08 -0.04 0.212
H -1.008 -0.678 -5.369 0.02 0.01 -0.09 0.213
H -1.096 -2.972 -4.488 0.03 -0.10 -0.08 0.208